No. 1
An isolated molecule of C2H3BrSi in a non-equilibrium geometry. Source: the Open Molecules 2025 dataset; level of theory: wB97M-V/def2-TZVPD.

Values from the calculation:
LUMO level	0.34	eV
DFT total energy	-2941.454726	hartree
maximum force	4.4	eV/Å
HOMO level	-10.0	eV

Element x y z (Å)
C (-1.055, 1.709, -0.127)
C (-0.411, 0.668, -0.075)
Si (0.201, -1.062, -0.092)
Br (2.298, -0.445, -0.063)
H (-1.398, 2.642, 0.145)
H (0.167, -1.534, 1.304)
H (0.198, -1.977, -1.091)

***

No. 2
A structure of composition C21H40Cl3N4O4PdSi in a non-equilibrium geometry. Source: the Open Molecules 2025 dataset; level of theory: wB97M-V/def2-TZVPD.

Values from the calculation:
LUMO level (spin up / spin down)	2.54 / 2.26	eV
⟨S²⟩	2.013
DFT total energy	-3142.124025	hartree
spin multiplicity	3
net charge	-1
maximum force	3.7	eV/Å
HOMO level (spin up / spin down)	-2.5 / -3.1	eV

Element x y z (Å)
C (2.257, -1.716, -4.248)
C (1.322, -0.719, -3.544)
H (2.005, -1.806, -5.319)
H (2.194, -2.716, -3.788)
H (3.288, -1.328, -4.185)
C (0.585, 0.212, -4.300)
C (0.699, 0.270, -5.781)
H (0.058, 1.053, -3.830)
H (0.246, -0.604, -6.289)
H (1.747, 0.405, -6.127)
H (0.128, 1.139, -6.121)
Pd (0.098, -1.010, 2.842)
Cl (2.363, -0.407, 3.317)
Cl (-0.806, -3.516, 2.157)
C (0.233, 2.024, 2.286)
O (-0.758, 1.296, 2.349)
N (0.122, 3.352, 2.513)
C (-1.194, 3.960, 2.537)
C (1.271, 4.221, 2.658)
H (1.266, 1.702, 2.064)
H (-1.916, 3.259, 2.974)
H (-1.517, 4.211, 1.512)
H (-1.120, 4.876, 3.137)
H (2.116, 3.628, 3.030)
H (1.023, 5.016, 3.370)
H (1.568, 4.675, 1.702)
H (-2.317, -1.980, -2.027)
H (-2.888, 0.789, -3.079)
C (-3.299, -1.552, -1.834)
C (-3.489, 0.856, -2.166)
N (-3.089, -0.227, -1.291)
H (-3.867, -2.180, -1.137)
C (-2.973, -0.058, 0.078)
O (-3.358, -0.854, 0.924)
H (-3.351, 1.832, -1.695)
H (-2.462, 0.896, 0.357)
H (-3.786, -1.470, -2.806)
H (-4.538, 0.719, -2.444)
O (0.666, -1.354, -2.309)
C (1.636, -0.365, -2.053)
C (-0.103, 1.424, -1.686)
C (1.217, 0.944, -1.537)
H (-0.876, 0.747, -2.046)
C (-0.423, 2.737, -1.407)
H (2.597, -0.825, -1.704)
C (2.210, 1.831, -1.086)
H (-1.447, 3.103, -1.501)
C (0.563, 3.595, -0.930)
C (1.874, 3.144, -0.770)
H (3.237, 1.468, -0.991)
H (0.315, 4.631, -0.693)
H (2.651, 3.809, -0.374)
Si (0.283, -3.628, 0.258)
Cl (0.383, -0.411, 0.755)
C (-1.383, -3.565, -0.614)
C (1.959, -3.369, 1.152)
C (0.799, -5.261, -0.493)
H (-2.143, -2.978, -0.060)
H (-1.709, -4.622, -0.603)
H (-1.301, -3.278, -1.673)
H (0.077, -5.629, -1.235)
H (0.813, -5.903, 0.392)
H (1.804, -5.139, -0.930)
H (1.977, -2.632, 1.977)
H (2.796, -3.126, 0.477)
H (2.179, -4.365, 1.593)
N (1.308, 0.389, 6.029)
C (0.112, -0.214, 5.909)
N (-0.777, -0.006, 6.927)
O (-0.229, -0.999, 4.984)
H (1.343, 1.200, 6.621)
H (2.090, 0.130, 5.376)
H (-1.641, -0.500, 6.878)
H (-0.716, 0.767, 7.575)

***

No. 3
A structure of composition C3H4O2Pd in a non-equilibrium geometry. Source: the Open Molecules 2025 dataset; level of theory: wB97M-V/def2-TZVPD.

Values from the calculation:
LUMO level (spin up / spin down)	-4.84 / -7.76	eV
⟨S²⟩	3.766
DFT total energy	-394.478772	hartree
spin multiplicity	4
net charge	+1
maximum force	4.4	eV/Å
HOMO level (spin up / spin down)	-12.2 / -15.9	eV

Element x y z (Å)
H (-1.736, -0.370, 0.117)
O (-0.341, 0.931, 0.676)
O (0.632, 0.532, -1.151)
C (-0.148, -0.501, 0.717)
C (0.925, -0.652, -0.331)
C (-0.121, 1.386, -0.545)
H (0.007, -0.822, 1.745)
H (1.956, -0.587, 0.036)
H (0.826, -1.541, -0.965)
Pd (-2.001, 1.624, -0.298)

***

No. 4
A cluster of 11 separate species, C5H29NO12 in total in a non-equilibrium geometry. Source: the Open Molecules 2025 dataset; level of theory: wB97M-V/def2-TZVPD.

Values from the calculation:
LUMO level	-0.09	eV
DFT total energy	-1165.513132	hartree
maximum force	3.5	eV/Å
HOMO level	-10.3	eV

Element x y z (Å)
C (2.514, 1.412, 0.275)
C (1.156, 1.419, -0.238)
O (0.414, 2.410, -0.131)
N (0.615, 0.381, -0.964)
C (1.353, -0.859, -1.061)
C (1.352, -1.832, 0.180)
C (0.222, -2.856, 0.187)
O (-0.499, -3.148, -0.744)
H (2.624, 1.049, 1.302)
H (3.250, 0.857, -0.295)
H (2.912, 2.448, 0.422)
H (-0.390, 0.330, -0.932)
H (0.938, -1.567, -1.853)
H (2.332, -0.590, -1.454)
H (2.274, -2.404, 0.262)
H (1.444, -1.099, 0.989)
H (-0.049, -3.243, 1.156)
O (1.076, 1.853, 3.493)
H (0.970, 2.834, 3.434)
H (2.037, 1.870, 3.479)
O (-0.287, -2.766, -3.420)
H (-0.976, -2.112, -3.679)
H (-0.343, -2.730, -2.446)
O (-2.458, -0.376, -3.316)
H (-1.835, 0.147, -2.745)
H (-2.983, 0.320, -3.720)
O (-0.531, -0.211, 3.971)
H (-0.028, 0.628, 3.944)
H (-0.637, -0.372, 4.915)
O (3.428, -0.536, -3.861)
H (3.468, -1.452, -3.578)
H (2.560, -0.207, -3.592)
O (-0.847, -0.199, 0.972)
H (-1.589, 0.404, 1.048)
H (-0.427, -0.272, 1.850)
O (-2.938, -1.537, 3.553)
H (-2.585, -0.647, 3.436)
H (-2.178, -2.047, 3.897)
O (-4.421, -1.309, -1.608)
H (-3.780, -1.212, -0.895)
H (-3.906, -0.934, -2.340)
O (0.980, 4.021, 2.017)
H (0.215, 4.428, 2.425)
H (0.748, 3.543, 1.201)
O (-2.023, 1.812, -1.807)
H (-2.039, 2.650, -2.286)
H (-1.131, 1.701, -1.443)

***

No. 5
A cluster of 14 separate species, C46H117N3O14 in total in a non-equilibrium geometry. Source: the Open Molecules 2025 dataset; level of theory: wB97M-V/def2-TZVPD.

Values from the calculation:
LUMO level	0.27	eV
DFT total energy	-3040.165459	hartree
maximum force	3.9	eV/Å
HOMO level	-8.1	eV

Element x y z (Å)
C (5.096, 1.287, -0.748)
C (3.958, 1.219, -1.604)
C (3.138, 2.568, -1.530)
C (3.772, 3.689, -2.380)
C (4.002, 3.209, -3.875)
C (4.828, 1.889, -3.951)
N (4.265, 0.878, -3.011)
O (4.899, -0.355, -3.179)
C (4.656, 1.415, -5.424)
C (6.318, 2.188, -3.797)
C (3.046, 0.118, -1.052)
H (5.657, 0.356, -0.816)
H (4.769, 1.478, 0.274)
H (5.706, 2.138, -1.053)
H (2.153, 2.412, -1.970)
H (3.013, 2.969, -0.524)
H (4.716, 4.008, -1.939)
H (3.181, 4.605, -2.361)
H (4.541, 4.022, -4.362)
H (3.017, 3.073, -4.323)
H (4.873, 2.193, -6.156)
H (5.314, 0.582, -5.671)
H (3.642, 1.049, -5.580)
H (6.431, 2.920, -2.997)
H (6.804, 1.246, -3.544)
H (6.738, 2.496, -4.755)
H (3.427, -0.886, -0.863)
H (2.130, -0.005, -1.630)
H (2.626, 0.528, -0.135)
H (5.630, -0.235, -2.569)
C (-7.617, 0.540, 2.822)
C (-6.129, 0.981, 2.998)
C (-5.935, 0.979, 4.557)
C (-4.513, 1.101, 5.106)
C (-3.843, -0.157, 4.601)
C (-3.806, -0.237, 3.026)
N (-5.176, -0.042, 2.479)
O (-5.188, -0.119, 1.090)
C (-2.719, 0.689, 2.454)
C (-3.434, -1.695, 2.813)
C (-5.997, 2.386, 2.399)
H (-7.778, -0.498, 3.114)
H (-7.841, 0.692, 1.767)
H (-8.304, 1.191, 3.363)
H (-6.575, 1.781, 4.925)
H (-6.321, 0.043, 4.960)
H (-4.476, 1.193, 6.192)
H (-3.977, 1.977, 4.740)
H (-4.281, -1.068, 5.011)
H (-2.861, -0.085, 5.068)
H (-1.709, 0.408, 2.753)
H (-2.720, 0.646, 1.365)
H (-2.921, 1.717, 2.755)
H (-3.279, -1.941, 1.763)
H (-2.453, -1.812, 3.273)
H (-4.139, -2.423, 3.216)
H (-5.012, 2.828, 2.549)
H (-6.740, 3.033, 2.866)
H (-6.193, 2.365, 1.327)
H (-4.745, 0.690, 0.825)
C (-0.699, 4.872, -2.317)
C (-0.784, 4.742, -0.747)
C (0.464, 5.507, -0.171)
C (0.395, 5.761, 1.308)
C (-0.851, 6.501, 1.678)
C (-2.181, 5.801, 1.150)
N (-2.052, 5.381, -0.310)
O (-3.204, 4.816, -0.801)
C (-2.509, 4.603, 2.081)
C (-3.340, 6.838, 1.221)
C (-0.642, 3.206, -0.383)
H (-0.866, 5.908, -2.614)
H (-1.473, 4.225, -2.730)
H (0.248, 4.428, -2.625)
H (1.390, 4.951, -0.316)
H (0.651, 6.463, -0.661)
H (1.221, 6.422, 1.574)
H (0.438, 4.787, 1.795)
H (-0.758, 7.547, 1.387)
H (-0.968, 6.550, 2.761)
H (-1.612, 4.065, 2.388)
H (-3.050, 4.907, 2.977)
H (-3.113, 3.839, 1.593)
H (-4.267, 6.329, 0.954)
H (-3.294, 7.463, 2.112)
H (-3.125, 7.551, 0.425)
H (-1.603, 2.773, -0.660)
H (-0.500, 2.991, 0.676)
H (0.168, 2.697, -0.906)
H (-3.812, 5.536, -0.987)
C (1.232, -2.710, 4.911)
C (0.181, -3.539, 4.052)
O (0.116, -4.829, 4.579)
H (1.255, -2.854, 5.991)
H (1.004, -1.658, 4.739)
H (2.238, -2.738, 4.491)
H (0.379, -3.555, 2.980)
H (-0.821, -3.127, 4.164)
H (-0.426, -5.332, 3.967)
C (-4.724, -2.681, -2.649)
C (-3.297, -2.253, -2.228)
O (-2.594, -1.692, -3.297)
H (-5.431, -1.895, -2.915)
H (-5.178, -3.177, -1.791)
H (-4.689, -3.392, -3.474)
H (-2.681, -3.068, -1.849)
H (-3.269, -1.560, -1.387)
H (-1.713, -1.404, -3.045)
C (-0.560, -4.920, -3.357)
C (-0.022, -6.107, -2.518)
O (-0.888, -7.165, -2.744)
H (-0.489, -5.048, -4.437)
H (0.065, -4.044, -3.185)
H (-1.581, -4.661, -3.077)
H (0.033, -5.928, -1.445)
H (1.000, -6.276, -2.860)
H (-0.904, -7.282, -3.697)
C (-0.495, -1.079, 0.329)
C (0.221, -1.949, -0.757)
O (-0.106, -1.485, -2.043)
H (-1.585, -1.085, 0.339)
H (-0.263, -0.031, 0.139)
H (-0.233, -1.413, 1.333)
H (-0.041, -3.004, -0.682)
H (1.280, -1.835, -0.527)
H (0.691, -1.636, -2.557)
C (0.887, 1.533, 3.369)
C (2.303, 1.930, 3.010)
O (3.278, 0.964, 3.382)
H (0.812, 1.241, 4.416)
H (0.463, 0.769, 2.717)
H (0.118, 2.304, 3.308)
H (2.625, 2.841, 3.516)
H (2.316, 2.028, 1.925)
H (3.280, 0.293, 2.695)
C (5.225, -2.222, 3.204)
C (4.927, -1.418, 1.927)
O (3.505, -1.417, 1.825)
H (6.284, -2.467, 3.281)
H (4.583, -3.102, 3.165)
H (4.891, -1.582, 4.021)
H (5.382, -1.924, 1.075)
H (5.402, -0.449, 2.080)
H (3.171, -2.266, 1.529)
C (0.320, 1.647, -4.582)
C (-1.023, 1.022, -4.341)
O (-2.006, 1.735, -5.153)
H (0.405, 2.674, -4.225)
H (0.565, 1.736, -5.640)
H (1.102, 1.170, -3.991)
H (-1.191, 1.031, -3.264)
H (-1.045, -0.011, -4.688)
H (-2.825, 1.235, -5.113)
C (-2.335, -5.379, 0.394)
C (-2.484, -5.545, 1.885)
O (-1.249, -5.982, 2.418)
H (-1.705, -6.108, -0.116)
H (-1.788, -4.444, 0.273)
H (-3.275, -5.317, -0.154)
H (-3.238, -6.269, 2.195)
H (-2.809, -4.582, 2.279)
H (-1.107, -6.866, 2.071)
C (2.304, -2.355, -4.626)
O (2.134, -1.935, -3.296)
H (1.542, -2.970, -5.104)
H (2.431, -1.434, -5.195)
H (3.233, -2.911, -4.755)
H (2.864, -1.334, -3.127)
C (3.830, -4.403, -1.942)
O (2.448, -4.147, -1.844)
H (4.030, -5.474, -1.982)
H (4.294, -3.907, -2.794)
H (4.350, -4.048, -1.053)
H (2.265, -3.531, -2.558)
C (2.805, -5.132, 1.522)
O (2.746, -3.912, 0.879)
H (2.983, -4.921, 2.576)
H (1.974, -5.833, 1.446)
H (3.686, -5.701, 1.224)
H (2.675, -4.115, -0.057)

***

Energy above the lowest of the compared OMol25 structures with the same formula, charge and spin
In order: 19.97 178.02 167.24 304.22 0.00
Unit: kJ/mol